{
  "formula": "C35H35Cl2N10O5Sn",
  "method": "ωB97M-V/def2-TZVPD",
  "total_charge": 1,
  "energy_ha": -3413.17399,
  "homo_ev": [-10.6189, -10.3190],
  "multiplicity": 1,
  "e_lumo_ev": [-3.551, -5.095],
  "orbital_gap_ev": [7.07, 5.22],
  "species": ["Sn", "N", "C", "N", "C", "N", "N", "C", "N", "C", "C", "C", "C", "C", "N", "H", "H", "H", "H", "H", "H", "H", "H", "Cl", "C", "C", "C", "Cl", "C", "C", "C", "C", "N", "C", "C", "O", "H", "H", "H", "H", "C", "C", "N", "C", "C", "N", "C", "O", "O", "C", "O", "O", "H", "H", "H", "H", "H", "C", "C", "C", "C", "C", "C", "C", "C", "N", "C", "C", "C", "C", "H", "H", "H", "H", "H", "H", "H", "H", "H", "H", "H", "H", "H", "H", "H", "H", "H", "H"],
  "xyz": [[0.1773, -0.0800, 0.0642], [0.3533, -3.6880, 0.4364], [1.1987, -3.4375, -0.5607], [1.7251, -4.4827, -1.1958], [2.6061, -4.1867, -2.1449], [3.1436, -5.1971, -2.8360], [3.0144, -2.9394, -2.4711], [2.4312, -1.9778, -1.7931], [1.4945, -2.1351, -0.8485], [2.8728, -0.5822, -2.1182], [3.9012, -0.3611, -3.0228], [4.2508, 0.9458, -3.3233], [3.5621, 1.9857, -2.7191], [2.5560, 1.6736, -1.8203], [2.2258, 0.4194, -1.5205], [0.1498, -4.6488, 0.6504], [-0.0705, -2.9377, 0.9766], [2.8732, -6.1393, -2.6174], [3.8135, -5.0085, -3.5584], [4.3963, -1.2081, -3.4746], [5.0482, 1.1496, -4.0267], [3.7950, 3.0188, -2.9385], [1.9867, 2.4506, -1.3186], [1.2037, 4.7313, 2.5626], [1.9168, 3.2783, 3.0825], [2.7148, 3.2570, 4.2072], [3.2869, 2.0731, 4.6330], [4.2668, 2.0988, 6.0281], [3.0650, 0.8277, 3.9464], [3.5961, -0.3997, 4.3708], [3.2925, -1.5363, 3.6695], [2.4633, -1.4374, 2.5508], [1.9678, -0.2886, 2.1194], [2.2600, 0.8297, 2.8014], [1.6630, 2.0855, 2.3019], [0.9595, 2.1116, 1.2880], [2.8875, 4.1694, 4.7606], [4.2235, -0.4390, 5.2514], [3.6781, -2.4992, 3.9729], [2.1883, -2.3208, 1.9910], [-2.7460, -1.9325, -3.0494], [-2.9477, -1.9477, -1.5752], [-2.0653, -1.6551, -0.6400], [-2.7181, -1.8278, 0.5645], [-4.0084, -2.2336, 0.3441], [-4.1273, -2.2931, -1.0129], [-5.2125, -2.5932, 1.1518], [-5.1232, -2.4916, 2.4549], [-6.2067, -2.9511, 0.5648], [-2.0076, -1.6314, 1.8574], [-2.6122, -1.7557, 2.9230], [-0.7642, -1.3049, 1.7622], [-1.6928, -1.8104, -3.2766], [-3.2950, -1.1084, -3.5100], [-3.0994, -2.8634, -3.4953], [-4.9830, -2.5872, -1.4635], [-4.1996, -2.2059, 2.7251], [1.1539, -0.2427, -5.3687], [0.1469, 0.7727, -4.8878], [-0.4309, 1.6848, -5.7777], [-1.3563, 2.6426, -5.3501], [-1.9540, 3.6230, -6.3289], [-1.7241, 2.6775, -4.0204], [-1.1813, 1.7608, -3.0693], [-0.2237, 0.8290, -3.5652], [-1.4516, 1.6779, -1.7576], [-2.4956, 2.4598, -1.0801], [-3.8810, 2.2373, -1.7106], [-2.1187, 3.9499, -0.9969], [-2.5799, 1.9311, 0.3556], [1.0635, -0.4105, -6.4414], [1.0264, -1.2011, -4.8597], [2.1731, 0.0986, -5.1713], [-0.1552, 1.6483, -6.8271], [-1.5109, 3.5147, -7.3179], [-1.7962, 4.6501, -5.9966], [-3.0310, 3.4720, -6.4240], [-2.4294, 3.4301, -3.7083], [0.1890, 0.1157, -2.8600], [-3.9396, 2.5352, -2.7531], [-4.6249, 2.8058, -1.1502], [-4.1460, 1.1783, -1.6449], [-2.0837, 4.4413, -1.9657], [-1.1378, 4.0526, -0.5253], [-2.8503, 4.4697, -0.3761], [-2.7787, 0.8550, 0.3553], [-3.3921, 2.4205, 0.8947], [-1.6530, 2.1299, 0.8974]],
  "forces_ev_per_angstrom": [[-0.3530, -0.3069, 0.0267], [-0.0170, 0.1152, 0.1714], [0.1033, 0.1108, -0.0797], [-0.0073, 0.0314, -0.0135], [-0.0045, -0.0831, -0.0676], [-0.0464, 0.0194, 0.0558], [-0.0034, 0.0375, 0.0132], [0.0140, 0.0921, 0.0502], [-0.0635, -0.0221, 0.2038], [-0.0114, 0.0337, -0.0112], [0.0153, -0.0573, 0.0097], [0.0206, 0.0081, 0.0153], [0.0260, -0.0033, -0.0510], [-0.0720, -0.0310, 0.1291], [0.2274, -0.0475, 0.0797], [-0.0172, -0.0007, -0.0321], [0.0111, -0.0358, -0.0923], [0.0113, -0.0034, -0.0204], [0.0163, 0.0122, 0.0001], [-0.0091, 0.0291, -0.0049], [-0.0182, -0.0085, 0.0161], [-0.0042, -0.0201, 0.0195], [0.0098, -0.0338, -0.0160], [-0.0126, 0.0064, -0.0235], [0.0612, -0.0146, -0.0401], [0.0083, 0.0017, 0.0322], [-0.0307, -0.0461, -0.0325], [0.0452, -0.0015, 0.0527], [0.0230, 0.0506, 0.0659], [0.0340, 0.0547, 0.1215], [-0.0040, -0.0488, -0.0201], [-0.0968, 0.1701, -0.1051], [0.0824, 0.0635, -0.1595], [-0.0591, -0.0688, -0.0652], [-0.1463, 0.0063, 0.0602], [0.0984, 0.0099, -0.0706], [0.0169, -0.0131, 0.0064], [-0.0089, -0.0054, -0.0398], [-0.0195, 0.0002, -0.0060], [-0.0125, -0.0517, -0.0489], [-0.0448, 0.0587, 0.0288], [-0.0730, 0.0206, -0.0292], [-0.0270, -0.0224, 0.0657], [0.1208, -0.1936, 0.0401], [0.0206, 0.0960, 0.0313], [-0.0115, -0.0593, -0.1131], [-0.0439, -0.0124, -0.1922], [0.2691, 0.0463, 0.1384], [0.0667, 0.0467, 0.0665], [-0.2125, 0.3911, 0.1522], [-0.0519, -0.1446, -0.2395], [0.2928, -0.1732, 0.0017], [0.1060, 0.0280, -0.0059], [0.0310, 0.0069, 0.0112], [0.0245, 0.0173, 0.0095], [0.0081, 0.0057, -0.0015], [-0.0920, -0.0117, 0.0138], [-0.0072, 0.0517, 0.0361], [0.0007, -0.0599, -0.1003], [0.0291, 0.0263, -0.0174], [0.0170, 0.0000, -0.0742], [0.0129, -0.0460, 0.0451], [0.0116, -0.0094, 0.1145], [-0.0324, 0.2186, -0.0319], [-0.1002, -0.1899, 0.1041], [-0.0730, -0.0375, -0.0007], [-0.0586, 0.0201, -0.0650], [0.0635, -0.0180, 0.0028], [0.0549, -0.1196, -0.0282], [0.0553, -0.0669, -0.0242], [-0.0173, -0.0133, 0.0123], [0.0052, 0.0390, -0.0135], [-0.0679, -0.0010, -0.0372], [-0.0100, 0.0097, 0.0478], [-0.0068, 0.0036, 0.0211], [0.0024, -0.0175, -0.0066], [0.0272, -0.0068, 0.0047], [-0.0227, 0.0271, 0.0231], [-0.0712, 0.0355, -0.0614], [-0.0228, 0.0170, -0.0064], [0.0021, -0.0300, -0.0094], [0.0029, 0.0322, -0.0110], [-0.0104, 0.0088, -0.0363], [-0.0409, 0.0027, -0.0196], [0.0163, -0.0049, -0.0123], [0.0054, 0.0742, 0.0029], [0.0164, 0.0000, 0.0040], [0.0287, 0.0049, 0.0299]],
  "lowdin_charge": [1.50, 0.20, -0.44, 0.18, -0.43, 0.18, 0.18, -0.29, 0.09, -0.22, -0.01, -0.04, -0.03, -0.12, 0.00, 0.12, 0.06, 0.12, 0.11, 0.11, 0.12, 0.12, 0.12, 0.80, -0.56, -0.11, -0.57, 0.81, -0.15, 0.00, -0.01, -0.08, 0.08, -0.13, -0.35, -0.10, 0.12, 0.10, 0.12, 0.10, 0.01, -0.35, 0.10, -0.17, -0.07, 0.18, -0.48, 0.15, 0.11, -0.58, 0.07, -0.25, 0.07, 0.09, 0.09, 0.18, 0.08, -0.03, -0.25, 0.02, -0.25, -0.04, 0.03, -0.27, -0.01, 0.11, -0.61, -0.02, -0.02, -0.07, 0.08, 0.08, 0.07, 0.12, 0.08, 0.09, 0.09, 0.10, 0.07, 0.07, 0.09, 0.08, 0.07, 0.08, 0.09, 0.06, 0.10, 0.05]
}